Below is a molecular structure, C17H16F6N2O7S10Ti, with properties calculated with ωB97M-V/def2-TZVPD.

Frontier orbital gap (eV): 5.81
F_max (eV/Å): 0.44
Energy above the lowest of the compared OMol25 structures with the same formula, charge and spin (kcal/mol): 22.05
LUMO (eV): 3.92

The geometry in ORCA input format:
```
! wB97M-V def2-TZVPD RIJCOSX def2/J DEFGRID3
* xyz -2 1
Ti 1.33 0.85 1.48
S -5.95 1.10 2.17
C -4.30 1.12 1.96
S -3.47 0.12 0.83
C -1.86 0.74 1.12
C -1.75 1.67 2.10
S -0.25 2.47 2.47
S -3.24 2.12 2.88
S -0.52 0.27 0.12
F 2.37 2.31 1.56
C 3.52 3.07 4.15
F 2.69 2.18 4.60
F 4.53 2.38 3.72
S 4.25 -0.43 1.57
O 2.72 -0.29 2.00
O 4.77 -1.57 2.32
N 4.05 -1.01 0.01
S 3.23 -0.24 -1.02
O 2.12 0.58 -0.47
O 2.90 -0.98 -2.20
C 4.30 1.12 -1.68
F 3.64 1.87 -2.56
F 5.37 0.61 -2.29
F 4.73 1.91 -0.69
C 1.69 -1.47 4.80
C 0.76 -1.53 3.61
O 0.49 -0.20 3.10
H 1.86 -2.48 5.17
H 1.25 -0.88 5.61
H 2.65 -1.04 4.51
H -0.20 -1.99 3.84
H 1.20 -2.08 2.77
H -0.03 0.35 3.70
S -0.27 4.57 -1.16
C -1.36 3.47 -1.71
N -1.13 2.52 -2.63
C -2.15 1.50 -2.81
C -3.47 2.14 -2.41
S -3.03 3.39 -1.16
H -0.17 2.32 -2.84
H -1.93 0.63 -2.19
H -2.18 1.18 -3.85
H -4.15 1.41 -1.98
H -3.95 2.64 -3.25
O -1.66 -1.47 -5.27
C -2.46 -1.64 -4.16
O -3.62 -1.29 -4.26
C -1.82 -2.17 -2.96
C -0.44 -2.40 -2.83
C 0.10 -2.88 -1.67
C -0.69 -3.16 -0.53
S 0.02 -3.71 0.92
C -2.08 -2.91 -0.67
C -2.62 -2.43 -1.83
H -0.78 -1.79 -5.05
H 0.26 -2.18 -3.64
H 1.17 -3.03 -1.59
H -2.72 -3.11 0.19
H -3.69 -2.24 -1.91
*
```

natural (NBO) atomic charge list, values in e, 4 entries: number 1, Ti, carries 1.5161; number 2, S, carries -0.1747; number 3, C, carries -0.5652; number 4, S, carries 0.4984